No. 1
Entry from OMol25: 5 unconnected molecules or ions with the total composition C21H26O11 at a distorted geometry (the ωB97M-V functional and the def2-TZVPD basis).

```
58
Properties=species:S:1:pos:R:3
O 2.262 0.310 0.244
O -1.585 0.075 -0.540
O -6.872 0.845 -2.498
O -3.606 -1.542 0.223
O -4.909 2.445 -3.285
O -0.969 -0.874 3.691
O -4.698 2.432 1.364
O 0.140 1.147 -2.379
O 6.278 -2.938 -1.286
O 4.325 -0.873 1.665
O 0.802 -2.516 4.751
C 6.554 -1.679 -1.164
C 2.375 1.852 -2.367
C 6.130 -0.779 -2.337
C 1.596 -0.352 -3.516
C -5.280 -0.382 -1.002
C -3.915 -0.647 -0.530
C 2.609 -1.813 3.360
C -3.260 1.316 -2.090
C -2.872 0.297 -0.919
C -3.825 0.852 3.048
C -4.602 1.567 -2.539
C 0.683 -0.203 1.904
C -4.970 1.452 2.133
C -6.386 1.013 2.264
C 2.023 -0.261 1.381
C -5.606 0.660 -2.066
C 0.289 -0.924 3.136
C 7.527 -1.144 -0.134
C 3.049 -1.001 2.027
C 1.232 -1.910 3.813
C 1.234 0.918 -2.752
H 2.694 -0.518 -3.405
H 6.961 -0.926 -2.933
H 2.233 2.359 -1.469
H -3.963 -0.253 2.947
H 0.053 0.400 1.470
H 0.918 -1.334 -3.246
H -2.265 1.942 -2.407
H -6.881 1.783 2.009
H 4.970 -1.069 2.361
H 5.384 -1.434 -2.629
H -2.733 1.248 2.782
H -4.049 1.389 3.934
H 8.292 -1.874 0.116
H -1.198 -1.307 4.467
H -6.051 -1.020 -0.643
H 1.322 -0.207 -4.496
H -6.515 0.579 3.216
H 7.659 -0.176 -0.476
H 2.437 2.598 -3.121
H 3.271 -2.309 4.010
H 7.012 -1.010 0.810
H -0.962 0.190 -1.122
H -6.644 0.265 1.650
H -6.831 1.566 -3.177
H 3.501 1.563 -2.401
H 5.614 0.216 -1.864
```

Kohn-Sham gap = 6.0 eV
HOMO = -8.4 eV
Relative energy (zero: lowest compared OMol25 entry of this formula, charge and spin) = 2.533 eV
DFT total energy = -1643.04981 Eh
SMILES = O=C1C=C(O)C(=O)C=C1O.O=C1C=C(O)C(=O)C=C1O.CC(C)=O.CC(C)=O.CC(C)=O

=====

No. 2
Entry from OMol25: a molecular structure, C21H27BN8O2Sc (the ωB97M-V functional and the def2-TZVPD basis).

```
60
Properties=species:S:1:pos:R:3
Sc 0.000 -0.320 -0.543
O 0.000 -1.712 1.088
O 0.001 -2.175 -1.273
N 0.001 -3.199 -0.423
N 1.269 1.739 1.126
N 1.612 0.566 0.514
N -1.270 1.739 1.125
N 0.000 -2.954 0.824
N -1.613 0.566 0.514
N 0.000 2.640 -0.868
N 0.000 1.534 -1.673
C 0.000 1.957 -2.943
C 2.089 3.219 2.955
C 2.160 2.006 2.094
C 0.003 -6.894 -0.494
C -2.709 0.097 1.118
C 0.002 -5.599 -0.003
C -2.162 2.006 2.093
C 0.001 -4.752 -2.279
C 2.708 0.097 1.119
C -3.332 -1.193 0.710
C 0.000 0.990 -4.077
C 0.001 -6.058 -2.748
C -3.097 0.985 2.114
C -2.092 3.220 2.953
C 3.332 -1.193 0.711
C 3.096 0.985 2.115
C 0.000 5.124 -1.074
C 0.000 3.346 -2.962
C 0.000 3.744 -1.631
C 0.002 -7.124 -1.864
C 0.001 -4.544 -0.912
B -0.001 2.516 0.684
H 2.063 4.123 2.346
H -2.066 4.123 2.344
H -1.200 3.209 3.580
H 3.396 -1.866 1.566
H 2.957 3.266 3.606
H 0.003 -8.137 -2.241
H 0.882 5.299 -0.459
H -3.396 -1.866 1.565
H -0.883 5.300 -0.459
H 3.946 0.904 2.770
H 0.885 0.352 -4.055
H 2.751 -1.688 -0.070
H 1.197 3.208 3.581
H -0.886 0.353 -4.055
H 0.001 3.992 -3.822
H -3.948 0.904 2.769
H 0.003 -5.414 1.059
H -2.960 3.266 3.605
H 4.341 -1.042 0.329
H 0.000 5.850 -1.883
H -0.001 3.593 1.183
H 0.004 -7.727 0.195
H -4.341 -1.043 0.328
H 0.000 -3.913 -2.959
H 0.001 -6.238 -3.814
H 0.000 1.521 -5.026
H -2.752 -1.688 -0.070
```

Kohn-Sham gap = 8.8 eV
HOMO = -11.7 eV
Relative energy (zero: lowest compared OMol25 entry of this formula, charge and spin) = 0.300 eV
DFT total energy = -2190.51371 Eh
Net charge = +1

=====

- Which of these has the highest HOMO?
  C21H26O11